Formula: C6H10N3O
Source: the Open Molecules 2025 dataset
Level of theory: wB97M-V/def2-TZVPD

Positions of all 20 atoms, in Å:
C 0.67800 -2.51278 -0.09548
N 0.24316 -1.17732 -0.03326
C 0.88677 -0.06877 0.04361
C 2.37150 -0.03200 0.11487
C 0.13574 1.16233 0.03956
C -1.21761 1.25265 0.00595
C -1.99328 2.51670 -0.04759
N -2.00784 0.12866 0.02039
N -1.71024 -1.01759 0.02573
O -2.13288 -2.09543 0.05512
H -0.19829 -3.16071 0.01140
H 1.14725 -2.73023 -1.05988
H 1.39449 -2.74902 0.69506
H 2.72423 -0.67985 0.91639
H 2.74693 0.97457 0.27847
H 2.80130 -0.41454 -0.81291
H 0.70612 2.07715 0.04079
H -1.80789 3.04183 -0.98274
H -1.71183 3.18306 0.76478
H -3.05565 2.30128 0.01974

The value obtained for the frontier orbital gap is 8.9 eV. The calculation puts the energy relative to the best compared isomer or geometry (same formula, charge and spin) at 5.583 eV. The calculation puts the total energy at -473.73768 Ha. As for the net charge: +1.